# 1
Entry from the OMol25 dataset: C54H61CaFN7O2P3 as an isolated structure at a distorted geometry (ωB97M-V with the def2-TZVPD basis set).

Summary:
- total charge = 0
- energy above the lowest of the compared OMol25 structures with the same formula, charge and spin (kJ/mol) = 112.82
- HOMO energy (eV) = -7.63
- molecular weight (u) = 992.1
- DFT total energy (eV) = -120542.1496

Cartesian coordinates (Å):
Ca: -0.857 0.169 0.609
O: 1.501 0.112 3.001
N: 2.519 -0.028 2.131
C: 3.599 0.535 2.482
C: 4.740 0.537 1.539
C: 6.021 0.580 2.097
C: 7.154 0.551 1.308
C: 7.024 0.481 -0.070
C: 5.763 0.472 -0.641
C: 4.599 0.512 0.131
P: 2.945 0.531 -0.736
C: 3.370 1.584 -2.198
C: 4.083 2.771 -1.998
C: 4.228 3.703 -3.017
C: 3.655 3.472 -4.262
C: 2.932 2.306 -4.472
C: 2.777 1.382 -3.444
C: 2.999 -1.192 -1.415
C: 2.307 -2.162 -0.681
C: 2.344 -3.498 -1.065
C: 3.065 -3.884 -2.187
C: 3.746 -2.925 -2.931
C: 3.718 -1.590 -2.546
H: 0.790 -0.487 2.579
H: 3.700 1.021 3.454
H: 6.116 0.614 3.177
H: 8.137 0.584 1.763
H: 7.903 0.454 -0.704
H: 5.684 0.462 -1.721
H: 4.535 2.962 -1.030
H: 4.787 4.613 -2.839
H: 3.771 4.196 -5.061
H: 2.483 2.116 -5.440
H: 2.206 0.478 -3.624
H: 1.716 -1.856 0.183
H: 1.814 -4.241 -0.476
H: 3.096 -4.924 -2.488
H: 4.317 -3.220 -3.804
H: 4.254 -0.860 -3.140
F: -1.501 1.474 1.873
N: -0.132 -1.548 1.662
P: -0.890 -2.287 2.778
C: -1.416 -3.995 2.369
C: -1.059 -4.470 1.112
C: -1.350 -5.780 0.742
C: -1.998 -6.620 1.634
C: -2.346 -6.157 2.900
C: -2.050 -4.852 3.269
C: 0.116 -2.662 4.276
C: -0.378 -2.762 5.576
C: 0.462 -3.129 6.622
C: 1.804 -3.389 6.381
C: 2.308 -3.286 5.090
C: 1.466 -2.932 4.044
C: -2.382 -1.515 3.502
C: -2.184 -0.347 4.247
C: -3.254 0.283 4.860
C: -4.536 -0.240 4.732
C: -4.748 -1.375 3.962
C: -3.675 -2.007 3.342
H: -0.549 -3.787 0.439
H: -1.070 -6.141 -0.241
H: -2.232 -7.641 1.350
H: -2.844 -6.817 3.600
H: -2.313 -4.498 4.260
H: -1.423 -2.549 5.778
H: 0.065 -3.211 7.628
H: 2.458 -3.668 7.200
H: 3.356 -3.482 4.898
H: 1.846 -2.856 3.030
H: -1.181 0.050 4.353
H: -3.089 1.180 5.446
H: -5.368 0.232 5.239
H: -5.749 -1.780 3.854
H: -3.841 -2.904 2.757
O: -0.610 1.380 -1.079
P: -1.442 2.590 -1.404
N: -2.845 2.681 -0.545
C: -3.798 3.771 -0.841
C: -4.959 3.058 -1.523
C: -5.075 1.783 -0.681
C: -3.614 1.411 -0.387
N: -1.761 2.532 -3.031
C: -2.061 3.736 -3.839
C: -1.267 3.531 -5.127
C: -1.302 2.009 -5.298
C: -1.109 1.495 -3.874
N: -0.741 4.046 -1.111
C: 0.626 4.193 -1.683
C: 1.153 5.420 -0.956
C: 0.668 5.169 0.478
C: -0.729 4.551 0.303
H: -3.334 4.549 -1.447
H: -4.130 4.222 0.098
H: -4.670 2.798 -2.546
H: -5.873 3.650 -1.547
H: -5.599 0.977 -1.191
H: -5.598 2.004 0.251
H: -3.246 0.676 -1.106
H: -3.479 1.024 0.626
H: -1.791 4.643 -3.300
H: -3.131 3.778 -4.071
H: -0.233 3.864 -4.996
H: -1.707 4.067 -5.966
H: -0.530 1.636 -5.970
H: -2.277 1.705 -5.687
H: -0.049 1.411 -3.635
H: -1.562 0.518 -3.712
H: 0.583 4.310 -2.767
H: 1.253 3.327 -1.451
H: 0.681 6.318 -1.361
H: 2.234 5.513 -1.042
H: 0.628 6.080 1.074
H: 1.333 4.458 0.973
H: -1.507 5.309 0.407
H: -0.922 3.753 1.020
N: -0.247 -1.566 -2.150
C: -1.392 -2.176 -1.695
C: -1.817 -3.406 -2.222
C: -2.997 -3.947 -1.771
C: -3.747 -3.270 -0.809
C: -3.263 -2.065 -0.357
N: -2.113 -1.515 -0.782
H: 0.502 -2.149 -2.484
H: 0.038 -0.738 -1.649
H: -1.214 -3.908 -2.971
H: -3.343 -4.896 -2.164
H: -4.674 -3.673 -0.422
H: -3.808 -1.497 0.392

Atoms 1-3, force components in eV/Å:
Ca 0.283 -1.335 -0.040
O -0.237 -0.069 0.138
N 0.144 -0.010 -0.295

# 2
Entry from the OMol25 dataset: C54H65CsN5O10PS3 as an isolated structure at a distorted geometry (ωB97M-V with the def2-TZVPD basis set).

Summary:
- total charge = -2
- energy above the lowest of the compared OMol25 structures with the same formula, charge and spin (kJ/mol) = 44.95
- HOMO energy (eV) = -3.13
- molecular weight (u) = 1204.2
- DFT total energy (eV) = -127324.1460

Cartesian coordinates (Å):
Cs: 0.615 -0.547 -0.846
C: -5.534 -0.821 -3.179
C: -4.756 -0.671 -2.037
C: -3.518 -1.288 -1.949
C: -3.056 -2.068 -3.007
C: -3.827 -2.202 -4.153
C: -5.066 -1.585 -4.238
N: -1.800 -2.749 -3.021
N: -1.266 -2.864 -1.907
C: 0.011 -3.537 -1.881
C: 0.606 -3.951 -3.080
C: 1.847 -4.557 -3.044
C: 2.468 -4.747 -1.811
C: 1.835 -4.330 -0.647
C: 0.581 -3.689 -0.604
H: -6.496 -0.327 -3.247
H: -5.094 -0.054 -1.212
H: -2.905 -1.164 -1.066
H: -3.433 -2.793 -4.970
H: -5.661 -1.691 -5.137
H: 0.100 -3.787 -4.023
H: 2.332 -4.867 -3.962
H: 3.449 -5.213 -1.768
H: 2.371 -4.513 0.287
O: 5.694 2.196 -5.965
C: 4.681 2.808 -5.566
O: 4.165 3.859 -5.991
C: 3.902 2.103 -4.425
C: 4.386 0.929 -3.859
C: 3.685 0.341 -2.820
N: 2.557 0.842 -2.317
C: 2.080 1.970 -2.863
C: 2.715 2.616 -3.917
C: 0.791 2.558 -2.268
O: 0.300 3.570 -2.812
O: 0.303 1.987 -1.253
H: 5.305 0.509 -4.245
H: 4.045 -0.577 -2.360
H: 2.299 3.521 -4.336
C: -3.714 5.359 1.410
C: -2.225 5.483 1.112
C: -1.532 4.127 1.010
N: -1.779 3.469 -0.261
C: -2.587 2.439 -0.457
S: -3.391 1.558 0.732
N: -2.700 2.048 -1.780
C: -2.633 2.782 -2.960
O: -2.569 2.201 -4.018
C: -2.720 4.276 -2.896
C: -1.721 5.055 -3.465
C: -1.858 6.435 -3.470
C: -2.994 7.032 -2.937
C: -3.999 6.246 -2.389
C: -3.857 4.867 -2.361
H: -4.205 6.335 1.406
H: -3.873 4.896 2.386
H: -4.209 4.728 0.673
H: -1.738 6.056 1.908
H: -2.066 6.035 0.181
H: -1.875 3.466 1.807
H: -0.452 4.231 1.107
H: -1.088 3.607 -1.003
H: -2.929 1.076 -1.937
H: -0.831 4.570 -3.847
H: -1.069 7.046 -3.890
H: -3.094 8.110 -2.946
H: -4.886 6.706 -1.971
H: -4.628 4.244 -1.922
O: 3.072 -0.600 2.331
S: 2.746 -2.028 2.064
C: 4.122 -2.964 2.763
C: 4.130 -4.352 2.732
C: 5.221 -5.032 3.249
C: 6.294 -4.326 3.782
C: 6.277 -2.940 3.797
C: 5.186 -2.249 3.281
C: 1.531 -2.516 3.290
C: 0.639 -3.531 2.981
C: -0.286 -3.912 3.946
C: -0.330 -3.258 5.169
C: 0.543 -2.210 5.439
C: 1.484 -1.832 4.495
H: 3.292 -4.895 2.312
H: 5.237 -6.114 3.230
H: 7.147 -4.861 4.180
H: 7.116 -2.390 4.204
H: 5.144 -1.167 3.267
H: 0.630 -3.959 1.980
H: -0.990 -4.706 3.732
H: -1.066 -3.550 5.908
H: 0.484 -1.682 6.383
H: 2.167 -1.009 4.663
C: -5.790 -3.198 2.522
C: -4.278 -3.103 2.355
C: -3.841 -3.166 0.893
S: -3.624 -4.853 0.256
O: -4.612 -5.736 0.964
C: -2.030 -5.155 1.029
C: -1.563 -6.585 0.792
C: -1.225 -6.866 -0.669
H: -6.073 -3.141 3.576
H: -6.155 -4.140 2.115
H: -6.284 -2.377 1.999
H: -3.800 -3.906 2.923
H: -3.915 -2.162 2.775
H: -2.900 -2.638 0.717
H: -4.589 -2.704 0.246
H: -2.162 -4.951 2.094
H: -1.319 -4.432 0.604
H: -2.331 -7.277 1.150
H: -0.674 -6.750 1.409
H: -2.103 -6.743 -1.307
H: -0.864 -7.889 -0.796
H: -0.456 -6.180 -1.026
C: 5.825 3.063 1.267
C: 4.856 2.153 1.998
O: 3.553 2.727 2.071
P: 2.527 2.321 0.826
O: 1.152 2.780 1.587
C: 0.447 1.742 2.277
C: 0.441 2.023 3.765
O: 2.718 3.570 -0.175
C: 2.036 4.823 -0.125
C: 2.585 5.693 -1.231
H: 6.830 2.635 1.278
H: 5.858 4.045 1.742
H: 5.517 3.196 0.229
H: 5.180 1.987 3.029
H: 4.800 1.175 1.509
H: 0.937 0.778 2.096
H: -0.569 1.696 1.877
H: 1.464 2.042 4.145
H: -0.122 1.249 4.291
H: -0.022 2.990 3.970
H: 2.174 5.279 0.861
H: 0.972 4.640 -0.285
H: 3.655 5.860 -1.099
H: 2.075 6.660 -1.231
H: 2.417 5.214 -2.196

Atoms 1-3, force components in eV/Å:
Cs -0.240 -0.932 0.727
C 0.004 0.006 0.006
C -0.030 0.005 0.014

# 3
Entry from the OMol25 dataset: C54H65N3O5STi as an isolated structure (ωB97M-V with the def2-TZVPD basis set).

Summary:
- total charge = 0
- energy above the lowest of the compared OMol25 structures with the same formula, charge and spin (kJ/mol) = 0.00
- HOMO energy (eV) = -7.67
- molecular weight (u) = 916.1
- DFT total energy (eV) = -105717.9392

Cartesian coordinates (Å):
Ti: 0.308 0.014 0.758
C: 1.226 2.555 2.541
O: 0.971 1.983 1.246
C: 1.009 2.887 0.176
C: -0.168 3.522 -0.186
C: -1.463 3.236 0.539
C: -2.458 2.440 -0.270
C: -3.671 3.020 -0.607
C: -4.663 2.335 -1.307
C: -4.385 1.025 -1.665
C: -3.178 0.398 -1.359
C: -2.938 -1.017 -1.823
C: -1.764 -1.097 -2.765
C: -1.781 -0.452 -3.991
C: -0.655 -0.388 -4.811
C: 0.522 -0.952 -4.335
C: 0.575 -1.614 -3.112
C: 1.887 -2.093 -2.533
C: 2.835 -0.936 -2.371
C: 3.873 -0.767 -3.276
C: 4.749 0.314 -3.228
C: 4.559 1.224 -2.199
C: 3.536 1.092 -1.260
C: 3.381 2.155 -0.200
C: 2.195 3.035 -0.509
C: 2.212 3.933 -1.574
C: 1.078 4.641 -1.951
C: -0.109 4.399 -1.258
C: 1.082 5.640 -3.108
C: 0.558 6.996 -2.623
C: 0.171 5.109 -4.219
C: 2.481 5.842 -3.688
C: 2.654 0.017 -1.365
O: 1.627 -0.124 -0.493
C: 5.844 0.456 -4.282
C: 6.679 1.719 -4.080
C: 6.778 -0.758 -4.216
C: 5.197 0.526 -5.672
C: -0.588 -1.724 -2.370
O: -0.555 -2.398 -1.169
C: -0.679 -3.803 -1.309
C: -0.748 0.303 -6.170
C: -1.296 1.724 -5.992
C: 0.611 0.403 -6.861
C: -1.700 -0.492 -7.073
C: -2.217 1.117 -0.657
O: -1.024 0.535 -0.356
C: -5.977 3.036 -1.643
C: -6.653 3.498 -0.345
C: -6.943 2.118 -2.388
C: -5.689 4.258 -2.524
H: 2.254 2.919 2.564
H: 1.067 1.767 3.271
H: 0.527 3.376 2.707
H: -1.931 4.186 0.809
H: -1.252 2.707 1.469
H: -3.839 4.044 -0.292
H: -5.119 0.443 -2.207
H: -3.846 -1.368 -2.319
H: -2.760 -1.668 -0.966
H: -2.701 0.035 -4.297
H: 1.438 -0.864 -4.903
H: 2.353 -2.832 -3.189
H: 1.704 -2.566 -1.568
H: 3.988 -1.519 -4.049
H: 5.218 2.076 -2.096
H: 4.292 2.757 -0.177
H: 3.267 1.686 0.778
H: 3.140 4.054 -2.115
H: -1.023 4.903 -1.552
H: -0.461 6.926 -2.245
H: 0.560 7.712 -3.447
H: 1.186 7.395 -1.824
H: -0.857 4.985 -3.875
H: 0.525 4.140 -4.570
H: 0.164 5.799 -5.066
H: 3.188 6.188 -2.932
H: 2.439 6.597 -4.475
H: 2.874 4.925 -4.130
H: 7.193 1.718 -3.117
H: 6.068 2.622 -4.139
H: 7.439 1.781 -4.861
H: 7.260 -0.822 -3.240
H: 7.556 -0.681 -4.979
H: 6.236 -1.689 -4.383
H: 4.493 1.359 -5.729
H: 4.652 -0.388 -5.908
H: 5.961 0.669 -6.439
H: -1.630 -4.062 -1.785
H: -0.628 -4.228 -0.310
H: 0.144 -4.212 -1.905
H: -0.639 2.313 -5.354
H: -2.287 1.727 -5.537
H: -1.371 2.221 -6.961
H: 1.334 0.952 -6.254
H: 0.498 0.933 -7.808
H: 1.030 -0.581 -7.081
H: -2.701 -0.539 -6.642
H: -1.344 -1.514 -7.207
H: -1.776 -0.022 -8.055
H: -6.832 2.652 0.321
H: -7.613 3.971 -0.565
H: -6.040 4.223 0.191
H: -7.197 1.236 -1.798
H: -6.529 1.784 -3.341
H: -7.869 2.656 -2.600
H: -5.027 4.964 -2.020
H: -6.616 4.782 -2.766
H: -5.211 3.959 -3.458
N: 3.143 -3.129 1.927
C: 2.062 -2.303 1.885
S: 2.275 -0.645 2.385
N: 0.936 -2.844 1.494
N: -0.069 -1.892 1.440
C: -1.262 -2.275 1.698
C: -2.361 -1.343 1.862
C: -3.683 -1.792 1.797
C: -4.731 -0.945 2.089
C: -4.449 0.355 2.518
C: -3.150 0.808 2.625
C: -2.083 -0.017 2.252
O: -0.834 0.429 2.276
H: 3.956 -2.816 2.426
H: 2.969 -4.117 1.861
H: -1.412 -3.333 1.911
H: -3.875 -2.819 1.507
H: -5.753 -1.287 2.010
H: -5.264 1.020 2.773
H: -2.934 1.813 2.962

Atoms 1-3, force components in eV/Å:
Ti 0.764 0.404 0.497
C -0.068 0.001 -0.094
O 0.037 -0.133 -0.072